{"formula": "C28H54Br6N6O2", "method": "ωB97M-V/def2-TZVPD", "energy_ev": -463197.1130, "orbital_gap_ev": 8.79, "symbols": ["C", "O", "N", "C", "C", "H", "H", "H", "H", "H", "H", "H", "C", "O", "N", "C", "C", "H", "H", "H", "H", "H", "H", "H", "C", "C", "C", "C", "N", "H", "H", "H", "H", "H", "H", "H", "C", "C", "C", "C", "N", "H", "H", "H", "H", "H", "H", "H", "C", "C", "C", "C", "N", "H", "H", "H", "H", "H", "H", "H", "C", "C", "C", "C", "N", "H", "H", "H", "H", "H", "H", "H", "Br", "C", "C", "Br", "H", "H", "H", "H", "Br", "C", "C", "Br", "H", "H", "H", "H", "Br", "C", "C", "Br", "H", "H", "H", "H"], "coordinates": [[-28.878, 1.935, 7.414], [-29.750, 2.719, 7.743], [-27.583, 1.993, 7.757], [-26.613, 1.144, 7.084], [-27.082, 2.947, 8.737], [-29.018, 1.067, 6.749], [-26.173, 0.494, 7.852], [-25.722, 1.537, 6.595], [-27.135, 0.505, 6.375], [-27.928, 3.102, 9.407], [-26.314, 2.482, 9.356], [-26.706, 3.869, 8.297], [-19.608, 3.081, 7.467], [-20.701, 2.955, 6.935], [-18.947, 4.234, 7.667], [-19.437, 5.503, 7.139], [-17.767, 4.230, 8.525], [-19.112, 2.212, 7.936], [-19.626, 6.173, 7.977], [-20.395, 5.479, 6.621], [-18.753, 5.812, 6.348], [-17.818, 3.498, 9.334], [-16.875, 3.950, 7.964], [-17.806, 5.180, 9.056], [-21.556, 1.419, 0.701], [-22.664, 0.865, 1.605], [-23.271, 1.951, 2.487], [-23.828, 1.400, 3.706], [-24.271, 0.942, 4.661], [-21.169, 0.730, -0.044], [-20.753, 1.845, 1.311], [-21.912, 2.323, 0.196], [-22.246, 0.139, 2.303], [-23.411, 0.420, 0.948], [-24.059, 2.589, 2.081], [-22.478, 2.624, 2.825], [-23.203, -2.515, 8.670], [-23.611, -1.105, 8.304], [-24.065, -0.204, 9.474], [-23.138, -0.091, 10.616], [-22.434, -0.033, 11.521], [-24.116, -3.040, 8.958], [-22.495, -2.487, 9.501], [-22.719, -3.070, 7.868], [-24.469, -1.171, 7.633], [-22.758, -0.554, 7.898], [-24.928, -0.727, 9.902], [-24.376, 0.784, 9.146], [-24.005, 5.517, 5.363], [-24.285, 4.073, 4.992], [-23.584, 3.029, 5.844], [-23.732, 3.110, 7.334], [-23.795, 3.138, 8.481], [-24.247, 6.198, 4.550], [-22.934, 5.672, 5.524], [-24.501, 5.792, 6.293], [-23.950, 3.815, 3.985], [-25.356, 3.852, 5.008], [-22.500, 3.077, 5.699], [-23.821, 1.999, 5.571], [-19.645, 0.288, 6.115], [-19.502, 1.667, 5.515], [-18.092, 2.247, 5.658], [-17.816, 3.397, 4.771], [-17.644, 4.287, 4.067], [-18.993, -0.404, 5.570], [-20.652, -0.056, 5.867], [-19.435, 0.144, 7.172], [-20.258, 2.304, 5.983], [-19.742, 1.703, 4.450], [-17.444, 1.463, 5.251], [-17.781, 2.442, 6.682], [-25.070, 10.272, 8.212], [-23.951, 9.715, 6.690], [-22.708, 8.983, 7.132], [-21.734, 8.413, 5.535], [-23.733, 10.621, 6.129], [-24.630, 9.100, 6.106], [-23.098, 8.045, 7.525], [-21.994, 9.481, 7.774], [-26.777, 6.893, 7.698], [-28.027, 7.602, 6.335], [-27.421, 8.583, 5.386], [-26.292, 7.764, 4.001], [-28.837, 7.953, 6.974], [-28.521, 6.740, 5.886], [-26.762, 9.217, 5.975], [-28.137, 9.195, 4.846], [-23.890, 8.216, 0.563], [-23.195, 6.721, 1.716], [-21.677, 6.650, 1.618], [-20.999, 5.142, 2.584], [-23.749, 5.796, 1.609], [-23.401, 7.150, 2.696], [-21.195, 7.555, 1.974], [-21.482, 6.596, 0.546]], "atomic_forces_ev_per_a": [[-0.12, 0.36, -0.42], [0.13, -0.42, 0.13], [1.57, 0.51, -0.37], [-0.02, -1.29, 1.00], [-0.79, -0.59, 0.46], [-0.54, 0.06, -0.10], [-0.13, -0.19, -0.14], [-0.59, 0.96, -0.09], [0.05, -0.02, -0.11], [0.06, 0.63, -0.07], [0.22, -0.01, -0.32], [-0.09, 0.00, 0.03], [-0.66, 1.39, 3.34], [-2.04, 3.60, 4.02], [-0.88, -0.75, 0.08], [-0.15, -0.07, -0.28], [-0.65, -0.18, 0.22], [-0.22, 0.27, 0.04], [0.60, 0.40, -0.19], [-0.09, -0.92, 0.19], [0.26, 0.69, 0.47], [-0.48, -0.21, -0.20], [0.33, 0.82, -0.02], [0.86, 0.15, -0.35], [-0.16, 1.19, 0.55], [0.41, 0.11, -0.67], [0.18, 0.48, 0.53], [-0.67, -1.41, -0.81], [-0.51, -1.97, -1.94], [-0.02, -0.15, 0.16], [0.26, -0.46, 0.00], [-0.23, -0.23, -0.33], [-0.09, -0.37, -0.33], [-0.18, -0.28, 0.41], [0.17, -0.14, -0.52], [0.08, 0.13, -0.16], [-0.13, 0.12, 0.63], [0.73, 0.92, 0.18], [-0.53, -1.25, 0.75], [-0.03, 0.02, -0.69], [0.11, 0.00, 0.07], [0.25, -0.32, 0.21], [-0.13, -0.19, 0.11], [-0.15, 0.19, -0.21], [0.31, 0.40, -0.38], [-0.21, -0.23, -0.72], [-0.26, 0.36, 0.10], [0.17, 0.05, -0.02], [0.88, -0.19, -0.16], [-0.39, -0.73, 0.17], [1.10, 0.86, 2.68], [0.14, 0.46, -1.35], [-0.13, -0.05, 0.24], [-0.29, -0.09, 0.29], [0.07, -0.21, 0.06], [-0.19, 0.11, -0.17], [-0.06, 0.56, -0.10], [-0.12, 0.21, -0.02], [-0.01, 0.24, -0.04], [0.07, 1.64, 1.50], [0.15, -0.77, -1.45], [0.83, -1.00, -2.51], [0.74, -0.76, -1.45], [-0.47, -0.15, 0.72], [0.06, 0.07, -0.04], [0.15, -0.18, 0.21], [-0.10, -0.07, 0.45], [-0.13, 0.38, 0.16], [0.93, -1.94, -2.94], [0.26, -0.70, -0.30], [0.35, -0.04, 0.31], [0.39, -0.07, -0.50], [0.42, 0.01, -0.08], [-0.10, 0.98, -0.04], [-1.03, -1.06, -0.46], [0.15, 0.18, -0.07], [-0.01, 0.01, 0.08], [0.37, -0.27, -0.07], [0.59, -0.01, 0.52], [-0.27, 0.19, 0.08], [-0.18, 0.15, -0.63], [-0.88, -1.26, 0.70], [0.53, 0.16, 0.36], [-0.45, 0.24, 0.23], [0.25, 0.90, -0.19], [0.58, -0.12, -0.37], [-0.02, 0.25, -0.29], [-0.18, -0.14, 0.10], [0.35, -1.04, 0.29], [0.18, 1.69, 1.35], [-0.95, 0.40, -1.56], [0.16, -0.15, 0.10], [0.07, 0.05, -0.56], [-0.35, -0.34, 0.07], [-0.12, -0.06, 0.26], [0.67, -0.51, 0.17]], "mulliken_charge": [0.175, -0.602, 0.163, -0.477, -0.848, 0.269, 0.206, 0.089, 0.255, 0.375, 0.325, 0.135, -1.067, -0.604, 0.441, -0.900, -0.894, 0.842, 0.411, 0.054, 0.381, 0.350, 0.329, 0.319, -1.176, -0.543, 0.141, 0.007, -0.385, 0.380, 0.253, 0.307, 0.342, 0.345, 0.486, -0.200, -1.420, 0.233, 0.313, 0.063, -0.513, 0.332, 0.359, 0.382, 0.289, -0.019, 0.392, -0.418, 0.595, 0.760, 1.622, -0.258, -0.755, -0.497, -0.435, 0.100, -0.474, 0.166, -0.193, -0.535, -1.480, 0.189, -0.482, 0.174, -0.544, 0.451, 0.297, 0.299, -0.078, 0.412, 0.486, 0.429, -0.163, 0.026, -0.437, -0.176, 0.419, -0.297, 0.237, 0.414, -0.114, -0.672, -0.324, -0.078, 0.427, 0.409, 0.010, 0.399, -0.156, -0.319, -0.563, -0.075, 0.409, -0.120, 0.397, 0.420]}



{"formula": "C15H17CdNS2", "method": "ωB97M-V/def2-TZVPD", "energy_ev": -43553.0293, "orbital_gap_ev": 8.47, "symbols": ["C", "C", "C", "H", "C", "H", "H", "H", "C", "H", "H", "C", "H", "H", "C", "H", "H", "C", "H", "H", "Cd", "H", "S", "C", "N", "C", "C", "C", "C", "C", "C", "S", "H", "H", "H", "H"], "coordinates": [[0.659, -1.655, -2.713], [0.233, 1.793, -3.043], [-0.602, -1.726, -3.149], [1.370, -2.523, -2.802], [-0.794, 1.664, -2.223], [0.597, 2.735, -3.487], [-0.956, -2.672, -3.582], [-1.418, 2.509, -1.884], [-1.640, -0.673, -2.961], [-2.602, -1.167, -2.737], [-1.857, -0.103, -3.879], [1.386, -0.387, -2.288], [2.472, -0.575, -2.382], [1.267, 0.031, -1.277], [1.120, 0.632, -3.412], [0.675, 0.034, -4.242], [2.095, 1.032, -3.749], [-1.358, 0.339, -1.788], [-2.375, 0.589, -1.435], [-0.847, -0.107, -0.910], [1.662, -2.423, 1.001], [1.050, -2.513, -0.432], [2.290, -3.360, 2.902], [1.366, -2.009, 3.462], [0.718, -1.195, 2.573], [0.065, -0.140, 3.171], [-0.577, 0.903, 2.520], [-1.000, 2.019, 3.265], [-0.802, 2.045, 4.669], [-0.179, 0.971, 5.311], [0.257, -0.101, 4.585], [1.103, -1.538, 5.140], [-0.693, 0.829, 1.429], [-1.472, 2.852, 2.767], [-1.170, 2.924, 5.189], [-0.042, 0.965, 6.392]], "atomic_forces_ev_per_a": [[0.82, -0.94, 0.25], [1.02, 0.28, -0.43], [0.47, -0.88, 0.35], [-1.19, 0.70, -0.05], [-0.72, 0.55, 0.25], [-0.67, -0.19, 0.57], [0.23, 0.34, 0.16], [0.66, -0.15, -0.43], [-0.21, 0.49, 0.67], [0.41, 0.01, 0.01], [0.28, -0.09, 0.18], [0.78, -0.18, -0.91], [-0.44, -0.32, 0.33], [-0.39, -0.31, -0.39], [0.12, 0.36, -0.49], [0.50, 0.84, 0.27], [-0.56, -0.09, -0.03], [-1.40, -0.18, -0.03], [0.41, -0.14, 0.15], [-0.17, -0.01, -0.69], [-0.36, 0.29, -2.85], [-0.38, 0.05, -1.73], [0.97, -0.92, 3.22], [-1.76, 1.78, -0.19], [0.98, -1.22, 1.99], [0.91, -0.05, 1.22], [-0.22, 0.61, -0.21], [0.50, -1.19, 0.54], [-0.14, -0.20, -1.20], [-0.53, 0.92, 0.96], [-0.18, -0.66, -1.20], [0.14, 0.31, -0.88], [0.00, 0.23, 0.56], [-0.06, 0.05, -0.01], [0.21, -0.26, 0.26], [-0.05, 0.19, -0.22]], "mulliken_charge": [-0.362, -0.370, -0.475, 0.381, -0.381, 0.347, 0.352, 0.360, -0.777, 0.444, 0.371, -0.625, 0.319, 0.340, -0.719, 0.355, 0.449, -0.514, 0.442, 0.034, 0.208, 0.068, -0.501, 0.861, -0.578, -0.368, -0.111, -0.658, -0.458, -0.383, 0.629, -0.197, 0.408, 0.397, 0.362, 0.350]}